The following is a DFT calculation (wB97M-V/def2-TZVPD) of 10 unconnected molecules or ions with the total composition C41H62NO19 at a distorted geometry.

Each atom is followed by the atoms it is bonded to, with distances in Å.
Geometry (Å):
1 C -0.56 1.65 2.27  N2 1.508, H8 1.111, H9 1.072, H10 1.078
2 N 0.31 1.84 1.05  C1 1.508, C3 1.527, C4 1.444, C5 1.469
3 C -0.50 2.37 -0.13  N2 1.527, H11 1.109, H12 1.081, H13 1.041
4 C 1.37 2.77 1.35  N2 1.444, H14 1.117, H15 1.108, H16 0.941
5 C 0.96 0.57 0.74  N2 1.469, C6 1.652, H17 1.118, H18 0.981
6 C 1.81 0.56 -0.68  C5 1.652, O7 1.446, H19 1.127, H20 1.121
7 O 2.24 -0.80 -0.91  C6 1.446, H21 0.989
8 H -0.91 2.60 2.75  C1 1.111
9 H 0.22 1.32 2.93  C1 1.072
10 H -1.15 0.76 2.19  C1 1.078
11 H -1.27 1.67 -0.51  C3 1.109
12 H 0.08 2.70 -0.98  C3 1.081
13 H -1.23 2.93 0.35  C3 1.041
14 H 0.66 3.53 1.76  C4 1.117
15 H 1.87 3.16 0.44  C4 1.108
16 H 1.98 2.52 2.02  C4 0.941
17 H 0.17 -0.21 0.63  C5 1.118
18 H 1.58 0.27 1.44  C5 0.981
19 H 2.78 1.13 -0.62  C6 1.127
20 H 1.24 0.77 -1.61  C6 1.121
21 H 2.54 -0.80 -1.85  O7 0.989
22 C 1.69 -2.72 6.88  C23 1.459, C28 1.410, H32 1.001
23 C 1.09 -1.58 6.20  C22 1.459, C24 1.444, O31 1.390
24 C 1.84 -0.82 5.22  C23 1.444, O25 1.190, C26 1.440
25 O 1.50 0.27 4.87  C24 1.190
26 C 3.09 -1.39 4.79  C24 1.440, C27 1.528, H33 1.091
27 C 3.69 -2.64 5.44  C26 1.528, C28 1.502, O30 1.335
28 C 2.93 -3.31 6.55  C22 1.410, C27 1.502, O29 1.220
29 O 3.36 -4.30 7.12  C28 1.220
30 O 4.93 -3.09 5.26  C27 1.335, H34 1.009
31 O -0.11 -1.08 6.68  C23 1.390, H35 0.975
32 H 1.13 -3.16 7.59  C22 1.001
33 H 3.73 -0.82 4.12  C26 1.091
34 H 5.27 -2.79 4.35  O30 1.009
35 H -0.43 -0.48 5.98  O31 0.975
36 C -5.61 3.68 2.38  C37 1.545, C42 1.466, H46 1.147
37 C -7.00 3.68 1.71  C36 1.545, C38 1.373, O45 1.414
38 C -7.20 3.01 0.53  C37 1.373, O39 1.141, C40 1.454
39 O -8.22 2.92 0.01  C38 1.141
40 C -6.09 2.30 -0.08  C38 1.454, C41 1.443, H47 1.043
41 C -4.81 2.11 0.55  C40 1.443, C42 1.495, O44 1.405
42 C -4.52 2.89 1.80  C36 1.466, C41 1.495, O43 1.247
43 O -3.35 2.89 2.24  C42 1.247
44 O -3.90 1.08 0.24  C41 1.405, H48 0.885
45 O -8.03 4.41 2.34  C37 1.414, H49 0.899
46 H -5.48 4.35 3.30  C36 1.147
47 H -6.28 1.76 -0.96  C40 1.043
48 H -4.21 0.76 -0.52  O44 0.885
49 H -8.73 3.99 1.96  O45 0.899
50 C -2.38 2.03 -5.99  C51 1.561, C56 1.424, H60 1.119
51 C -2.30 0.85 -4.97  C50 1.561, C52 1.376, O59 1.430
52 C -2.34 -0.49 -5.29  C51 1.376, O53 1.281, C54 1.532
53 O -1.99 -1.45 -4.52  C52 1.281
54 C -2.54 -0.72 -6.79  C52 1.532, C55 1.426, H61 1.126
55 C -2.77 0.30 -7.76  C54 1.426, C56 1.438, O58 1.438
56 C -2.62 1.67 -7.34  C50 1.424, C55 1.438, O57 1.264
57 O -2.67 2.63 -8.16  C56 1.264
58 O -2.91 -0.01 -9.16  C55 1.438, H62 0.936
59 O -2.12 1.10 -3.57  C51 1.430, H63 0.853
60 H -2.45 3.06 -5.55  C50 1.119
61 H -2.42 -1.79 -7.12  C54 1.126
62 H -2.97 -0.92 -9.36  O58 0.936
63 H -1.93 0.43 -3.08  O59 0.853
64 C -2.31 -2.20 0.18  C65 1.429, H68 1.127, H69 1.169, H70 1.138
65 C -1.60 -1.92 -1.02  C64 1.429, O66 1.218, C67 1.337
66 O -1.92 -0.94 -1.66  C65 1.218
67 C -0.53 -2.65 -1.36  C65 1.337, H71 1.086, H72 1.050, H73 1.044
68 H -2.05 -1.56 1.07  C64 1.127
69 H -2.09 -3.34 0.27  C64 1.169
70 H -3.45 -2.10 0.19  C64 1.138
71 H 0.26 -2.92 -0.67  C67 1.086
72 H -0.07 -2.06 -2.10  C67 1.050
73 H -0.86 -3.60 -1.67  C67 1.044
74 C 5.28 -1.40 0.31  C75 1.531, H78 1.027, H79 1.243, H80 1.112
75 C 6.22 -2.03 1.34  C74 1.531, O76 1.219, C77 1.516
76 O 5.94 -1.99 2.53  C75 1.219
77 C 7.46 -2.77 0.87  C75 1.516, H81 1.118, H82 1.090, H83 1.108
78 H 4.91 -2.12 -0.32  C74 1.027
79 H 5.85 -0.46 -0.26  C74 1.243
80 H 4.27 -1.11 0.68  C74 1.112
81 H 7.17 -3.79 0.51  C77 1.118
82 H 8.26 -2.63 1.59  C77 1.090
83 H 7.70 -2.27 -0.09  C77 1.108
84 C 0.45 -3.99 3.47  C85 1.455, H88 1.096, H89 1.072, H90 1.145
85 C 0.84 -3.00 2.48  C84 1.455, O86 1.219, C87 1.588
86 O 0.16 -1.99 2.46  C85 1.219
87 C 2.21 -3.28 1.72  C85 1.588, H91 0.953, H92 1.217, H93 1.222
88 H -0.19 -3.44 4.16  C84 1.096
89 H 1.28 -4.22 4.12  C84 1.072
90 H -0.06 -4.89 2.96  C84 1.145
91 H 2.18 -4.22 1.56  C87 0.953
92 H 3.08 -2.65 2.28  C87 1.217
93 H 2.38 -2.83 0.59  C87 1.222
94 C 3.53 -0.33 -5.72  C95 1.527, H98 1.045, H99 1.153, H100 1.222
95 C 2.73 -0.38 -4.42  C94 1.527, O96 1.224, C97 1.436
96 O 3.28 0.07 -3.43  C95 1.224
97 C 1.32 -0.67 -4.35  C95 1.436, H101 0.955, H102 1.010, H103 1.142
98 H 4.55 -0.57 -5.65  C94 1.045
99 H 3.40 0.63 -6.34  C94 1.153
100 H 3.19 -1.31 -6.36  C94 1.222
101 H 1.11 -0.44 -5.25  C97 0.955
102 H 0.82 0.00 -3.79  C97 1.010
103 H 1.20 -1.81 -4.30  C97 1.142
104 C 3.32 3.23 -4.63  C105 1.602, H108 1.261, H109 1.194, H110 1.134
105 C 2.08 3.15 -3.62  C104 1.602, O106 1.183, C107 1.460
106 O 2.26 3.08 -2.45  C105 1.183
107 C 0.77 3.09 -4.26  C105 1.460, H111 1.170, H112 0.936, H113 0.987
108 H 3.03 2.46 -5.59  C104 1.261
109 H 4.35 2.78 -4.22  C104 1.194
110 H 3.52 4.26 -5.07  C104 1.134
111 H -0.03 3.16 -3.41  C107 1.170
112 H 0.91 2.39 -4.86  C107 0.936
113 H 0.68 3.89 -4.83  C107 0.987
114 C -3.53 -0.91 3.84  C115 1.534, H118 1.100, H119 1.078, H120 0.971
115 C -3.09 0.25 4.75  C114 1.534, O116 1.244, C117 1.554
116 O -1.90 0.55 4.94  C115 1.244
117 C -4.29 1.13 5.20  C115 1.554, H121 0.906, H122 1.165, H123 0.998
118 H -2.62 -1.51 3.66  C114 1.100
119 H -4.02 -0.68 2.90  C114 1.078
120 H -4.05 -1.58 4.31  C114 0.971
121 H -4.83 0.62 5.71  C117 0.906
122 H -4.67 2.07 4.61  C117 1.165
123 H -3.90 1.77 5.86  C117 0.998

Calculated values
Energy ... -83888.64404 eV
Highest occupied orbital energy ... -0.386 hartree
Total charge ... +1
Energy relative to the best compared isomer or geometry (same formula, charge and spin) ... 365.95 kJ/mol
M ... 872.9 g/mol